*1*
DFT (the ωB97M-V functional and the def2-TZVPD basis) results for a molecular structure, C2H4N4.

Computed properties:
Orbital gap (eV): 9.44

Each line ends with the Löwdin charge.
Geometry (Å):
N -1.5997 -0.5759 -1.0800  0.1381
C -0.4849 -0.2601 -0.2566  -0.6327
N -0.3889 0.7683 -1.0128  0.2779
N 1.3519 1.1078 0.4105  0.0671
C 1.1433 0.0336 1.0860  -0.3217
N 0.0979 -0.8077 0.7667  0.0737
H -2.5332 -0.3746 -0.7516  0.1185
H -1.4993 -1.2526 -1.8239  0.1191
H 2.1524 1.6469 0.7311  0.0536
H 1.7607 -0.2858 1.9305  0.1062

=====

*2*
DFT (the ωB97M-V functional and the def2-TZVPD basis) results for a single C2H4N4 molecule.

Computed properties:
Orbital gap (eV): 9.58

Each line ends with the Löwdin charge.
Geometry (Å):
N 1.7709 0.1350 0.2139  0.0988
C 0.4376 -0.1654 0.0295  -0.4172
C -0.5634 0.5914 -0.4736  -0.0844
N -1.7290 -0.0799 -0.1620  -0.0420
N -1.3887 -1.2682 0.4448  -0.0246
N -0.1174 -1.3432 0.5091  0.0482
H 2.1296 0.7482 -0.5031  0.0899
H 2.3354 -0.6899 0.3468  0.0858
H -0.6641 1.5647 -0.9156  0.1076
H -2.2109 0.5073 0.5100  0.1380

=====

*3*
DFT (the ωB97M-V functional and the def2-TZVPD basis) results for a single C2H4N4 molecule.

Computed properties:
Orbital gap (eV): 10.34

Each line ends with the Löwdin charge.
Geometry (Å):
C -0.1879 0.1631 -1.3048  -0.1559
C 1.0859 -0.0884 0.4411  -0.1890
H -1.4188 0.7769 1.2250  0.0978
H -1.2816 -0.8880 1.5391  0.1369
H -1.1362 0.1042 -1.7985  0.1131
H 1.7008 -0.3234 1.3896  0.1517
N -1.3490 -0.1333 0.7749  0.0595
N -0.2072 -0.1220 0.0746  -0.2091
N 1.0000 0.3684 -1.7198  0.0183
N 1.7940 0.1423 -0.6212  -0.0233

=====

*4*
DFT (the ωB97M-V functional and the def2-TZVPD basis) results for 2 unconnected molecules or ions with the total composition C2H4N4.

Computed properties:
Orbital gap (spin up / spin down) (eV): 9.02 / 9.02

Each line ends with the Löwdin charge.
Geometry (Å):
C -1.6431 0.0706 0.2157  -0.0571
N -0.2613 0.2135 -0.0557  -0.2951
N 0.6289 0.6885 0.7637  0.0931
C 1.7802 0.2420 0.3040  -0.1970
N 1.6693 -0.5647 -0.7989  0.0341
N 0.4217 -0.7441 -0.9434  -0.0139
H -1.8428 -0.2276 1.2749  0.0503
H -1.1421 -1.0129 -1.4518  0.2680
H -2.3213 0.8719 -0.0901  0.0249
H 2.7105 0.4630 0.7816  0.0927

=====

Winner for stability: *2*

=====

*1*
DFT (the ωB97M-V functional and the def2-TZVPD basis) results for a molecular structure, C31H25N5O2S3W.

Computed properties:
Net charge: +2
Orbital gap (spin up / spin down) (eV): 7.34 / 7.04
2S+1: 3
⟨S²⟩: 2.020

Each line ends with the Löwdin charge.
Geometry (Å):
W -0.2264 0.2386 -0.0599  1.7161
C -1.8607 -3.4952 0.7424  -0.0378
C -1.6759 -3.1036 2.0746  -0.0524
C -0.5949 -2.3285 2.4323  -0.0641
C 0.3595 -1.9725 1.4664  -0.1297
C 0.1892 -2.3939 0.1433  -0.1677
C -0.9477 -3.1321 -0.2221  -0.0590
H -2.7117 -4.1094 0.4777  0.1262
H -2.3884 -3.4168 2.8260  0.1259
H -0.4445 -2.0394 3.4643  0.1261
H 1.3000 -1.5462 1.7864  0.1027
H 0.9956 -2.3027 -0.5691  0.0859
H -1.0646 -3.4614 -1.2462  0.1269
S 3.1655 1.8920 2.5925  1.2213
C 3.9223 0.7345 1.5467  -0.4320
C 5.2661 0.3767 1.5275  -0.0493
C 5.6567 -0.6179 0.6569  -0.0373
C 4.7182 -1.2475 -0.1649  -0.0348
C 3.3881 -0.8798 -0.1500  -0.0493
C 2.9786 0.1435 0.7044  -0.2983
N 1.6837 0.6772 0.8797  -0.0705
C 1.6634 1.5559 1.8702  -0.5279
C 0.3927 2.1342 2.2487  -0.2791
C 0.2860 3.1502 3.1960  -0.0299
C -0.9462 3.7352 3.4239  -0.0366
C -2.0444 3.3096 2.6850  -0.0388
C -1.9228 2.2873 1.7521  -0.1586
C -0.7059 1.6334 1.5237  -0.2514
H 5.9791 0.8575 2.1832  0.1254
H 6.6932 -0.9219 0.6187  0.1240
H 5.0393 -2.0403 -0.8266  0.1226
H 2.6962 -1.3891 -0.8002  0.0823
H 1.1581 3.4926 3.7410  0.1125
H -1.0501 4.5235 4.1565  0.1226
H -3.0088 3.7764 2.8397  0.1223
H -2.8121 2.0030 1.2051  0.0951
O -0.2805 -0.6396 -2.0334  -0.1965
N 0.8466 -0.0239 -1.8428  -0.1882
C 1.6645 0.2942 -2.7814  -0.2348
C 1.4228 -0.1098 -4.1320  -0.1135
N 1.1985 -0.4274 -5.2117  0.2426
C 2.7447 1.1713 -2.4368  -0.1397
N 3.5395 1.9416 -2.1333  0.2417
S -4.5499 -0.8207 -1.2931  1.1876
C -2.9364 -0.3316 -1.2496  -0.4451
N -2.3866 -0.2078 -0.0587  -0.0929
C -3.3278 -0.5007 0.9475  -0.3086
C -3.1499 -0.4388 2.3324  -0.0551
C -4.2133 -0.7529 3.1473  -0.0378
C -5.4546 -1.1386 2.6195  -0.0406
C -5.6495 -1.2005 1.2594  -0.0542
C -4.5731 -0.8679 0.4353  -0.4411
H -2.3894 -0.1435 -2.1606  0.0805
H -2.2009 -0.1493 2.7553  0.1003
H -4.0887 -0.7022 4.2207  0.1222
H -6.2678 -1.3826 3.2889  0.1226
H -6.6042 -1.4872 0.8403  0.1241
C 0.2110 4.3125 -0.5085  -0.1861
S -1.1700 3.3432 -1.0802  0.9982
C -1.2209 3.8772 -2.7771  -0.2053
O -0.6031 1.9028 -1.2625  -0.6502
H 1.0933 4.0545 -1.0948  0.0763
H 0.3533 4.1010 0.5490  0.0463
H -0.0500 5.3632 -0.6395  0.0851
H -1.5332 4.9216 -2.7850  0.0806
H -1.9642 3.2713 -3.2908  0.0714
H -0.2377 3.7582 -3.2291  0.0770

=====

*2*
DFT (the ωB97M-V functional and the def2-TZVPD basis) results for a molecular structure, C31H25N5O2S3W.

Computed properties:
Net charge: +2
Orbital gap (spin up / spin down) (eV): 6.45 / 5.91
2S+1: 3
⟨S²⟩: 2.052

Each line ends with the Löwdin charge.
Geometry (Å):
W 0.2373 -0.1791 -0.3691  1.7330
C 3.1577 -0.6607 2.3441  -0.0542
C 2.5855 -1.6889 1.6240  -0.0642
C 2.4002 -1.5731 0.2330  -0.1606
C 2.8432 -0.3870 -0.4392  -0.1598
C 3.4280 0.6437 0.3302  -0.0553
C 3.5742 0.5069 1.6969  -0.0365
H 3.3458 -0.7850 3.3985  0.1274
H 2.3485 -2.6225 2.1129  0.1260
H 2.3040 -2.4890 -0.3494  0.0988
H 3.0643 -0.4247 -1.5084  0.1087
H 3.8364 1.5055 -0.1829  0.1301
H 4.0809 1.2685 2.2709  0.1288
S 0.6959 3.9657 1.6321  1.2121
C 0.5688 2.8602 2.9679  -0.4295
C 0.4745 3.1679 4.3160  -0.0571
C 0.3869 2.1225 5.2107  -0.0465
C 0.4185 0.8014 4.7678  -0.0448
C 0.4989 0.4933 3.4248  -0.0553
C 0.5603 1.5346 2.4983  -0.2988
N 0.6204 1.4094 1.1170  -0.0578
C 0.7025 2.6301 0.5500  -0.5159
C 0.7859 2.7602 -0.8752  -0.2642
C 0.9844 3.9956 -1.5056  -0.0229
C 1.0639 4.0395 -2.8802  -0.0414
C 0.9624 2.8608 -3.6093  -0.0406
C 0.7557 1.6440 -2.9766  -0.0880
C 0.6678 1.5285 -1.5843  -0.2056
H 0.4788 4.1942 4.6444  0.1227
H 0.3072 2.3286 6.2636  0.1200
H 0.3817 0.0026 5.4896  0.1184
H 0.5461 -0.5344 3.0877  0.0925
H 1.0738 4.8994 -0.9181  0.1053
H 1.2074 4.9741 -3.3973  0.1208
H 1.0465 2.8941 -4.6831  0.1192
H 0.6680 0.7591 -3.6003  0.0867
O -0.9232 -0.9630 -1.7889  -0.2363
N 0.3787 -1.3301 -1.9057  -0.1794
C 0.7815 -1.8173 -3.0856  -0.2256
C -0.1467 -1.8919 -4.1427  -0.1267
N -0.9841 -1.8553 -4.9268  0.2641
C 2.1088 -2.2492 -3.2304  -0.1449
N 3.1921 -2.6217 -3.3036  0.2618
S -3.1693 -2.3635 1.9567  1.1535
C -1.7867 -1.3723 1.7775  -0.4665
N -0.8706 -1.7625 0.9135  -0.0830
C -1.2470 -2.9777 0.3452  -0.3076
C -0.5056 -3.7599 -0.5464  -0.0355
C -1.0614 -4.9141 -1.0557  -0.0415
C -2.3368 -5.3333 -0.6719  -0.0421
C -3.0590 -4.6195 0.2634  -0.0553
C -2.5058 -3.4498 0.7691  -0.4335
H -1.6755 -0.4804 2.3781  0.0748
H 0.5087 -3.4901 -0.8134  0.0824
H -0.4976 -5.5128 -1.7569  0.1201
H -2.7520 -6.2330 -1.0975  0.1217
H -4.0204 -4.9653 0.6058  0.1221
C -3.6303 2.5601 -0.3281  -0.1956
S -3.1934 0.8008 -0.4473  0.9950
C -3.1935 0.6833 -2.2594  -0.2083
O -1.7099 0.8322 -0.0184  -0.6653
H -2.8548 3.1672 -0.7864  0.0708
H -3.7314 2.8130 0.7221  0.0642
H -4.5809 2.7229 -0.8255  0.0717
H -4.1614 1.0084 -2.6340  0.0764
H -3.0454 -0.3581 -2.5328  0.0477
H -2.3890 1.2882 -2.6760  0.0689

=====

Winner for stability: *1*

=====

*1*
DFT (the ωB97M-V functional and the def2-TZVPD basis) results for 2 unconnected molecules or ions with the total composition C3H9N3O2.

Computed properties:
Orbital gap (eV): 10.14

Each line ends with the Löwdin charge.
Geometry (Å):
C 2.7715 -0.6088 -0.3910  -0.0023
C 1.3053 -0.3154 -0.1815  -0.5031
O 0.4428 -0.8352 -0.8674  0.0325
H -1.9884 1.2407 -1.1114  0.1310
H 3.3124 0.3105 -0.6040  0.0831
H 3.2221 -1.0798 0.4800  0.0842
H 2.8869 -1.2914 -1.2282  0.0841
N 1.0012 0.2743 1.0212  -0.0426
C -2.7789 0.5785 -0.6390  -0.4585
N -0.0570 1.1529 1.3113  0.0400
N -2.3434 -0.6617 -0.3434  0.1153
O -3.9316 0.9278 -0.5431  -0.0008
H 1.7380 0.3679 1.7101  0.1308
H -0.3102 1.6383 0.4522  0.0734
H -0.8435 0.6224 1.6875  0.0816
H -1.4076 -0.9408 -0.6186  0.0434
H -3.0194 -1.3801 -0.1346  0.1079

=====

*2*
DFT (the ωB97M-V functional and the def2-TZVPD basis) results for 2 unconnected molecules or ions with the total composition C3H9N3O2.

Computed properties:
Orbital gap (spin up / spin down) (eV): 7.28 / 6.57

Each line ends with the Löwdin charge.
Geometry (Å):
C -0.2661 -0.5202 -1.0252  -0.4901
C -0.0660 0.9259 2.1560  -0.0263
N 0.4636 0.1727 -0.1191  -0.1216
C -0.6886 0.4164 0.8879  -0.3927
N -1.3536 -0.0439 -1.7043  0.1617
N 0.4464 -1.4461 -1.7258  0.1499
O 1.7177 -0.7015 0.4672  -0.1478
O -1.9014 0.5555 0.7367  0.0259
H 2.3042 -0.0769 0.9444  0.0444
H 1.4679 1.2027 -0.5377  0.1625
H -1.9025 0.7131 -1.3101  0.0986
H 0.3027 -1.6412 -2.7026  0.0988
H -1.9376 -0.7035 -2.1995  0.1088
H 1.0980 -2.0415 -1.2347  0.0919
H 0.6952 1.6743 1.9136  0.0739
H 0.4366 0.1080 2.6722  0.0787
H -0.8166 1.4062 2.7808  0.0834

=====

Winner for stability: *1*

=====

*1*
DFT (the ωB97M-V functional and the def2-TZVPD basis) results for 2 unconnected molecules or ions with the total composition C3H9N3O2.

Computed properties:
Orbital gap (eV): 9.07

Each line ends with the Löwdin charge.
Geometry (Å):
C 1.1898 0.8448 -1.5559  -0.0215
C 0.3570 0.8505 -0.3084  -0.4166
N -1.9174 0.0038 0.3488  -0.0101
O -0.8168 -0.2677 -0.5323  -0.2367
N -0.0172 1.8757 0.3587  0.1080
H -1.7385 0.9779 0.6490  0.0564
H -2.7231 0.0297 -0.2730  0.0888
H 0.2146 2.7590 -0.0924  0.0799
H 0.7449 1.5193 -2.2902  0.0936
H 2.1949 1.1968 -1.3117  0.0910
H 1.2787 -0.1603 -1.9684  0.0865
N -0.1952 -1.6704 1.7801  0.1344
C 0.6225 -1.5668 0.7134  -0.4388
O 1.2507 -2.3964 0.1213  0.0685
H -1.0228 -1.0643 1.7344  0.0692
H -0.3726 -2.6140 2.0971  0.1110
H 0.9504 -0.3178 0.5296  0.1364

=====

*2*
DFT (the ωB97M-V functional and the def2-TZVPD basis) results for 2 unconnected molecules or ions with the total composition C3H9N3O2.

Computed properties:
Orbital gap (eV): 8.91

Each line ends with the Löwdin charge.
Geometry (Å):
C 1.6458 -1.3257 0.2082  -0.1063
N 0.7754 -0.3733 -0.4411  -0.0968
C 0.8938 1.0876 -0.2006  -0.3199
O 1.4799 1.4437 0.8198  -0.0092
H 0.4254 -0.6154 -1.3614  0.1006
H 0.9925 1.7122 -1.1078  0.1321
H 2.1647 -0.8299 1.0273  0.0765
H 1.0617 -2.1637 0.5959  0.0702
H 2.3857 -1.7168 -0.4965  0.0763
N -1.3173 0.1072 1.5695  0.1347
C -1.5302 -0.0509 0.2458  -0.2832
O -1.1708 0.8342 -1.9291  -0.1118
N -1.4725 1.0143 -0.5481  -0.0882
H -1.7784 1.4026 -2.4141  0.0898
H -0.7285 0.8948 1.8155  0.1003
H -1.5922 -0.5924 2.2366  0.1049
H -2.2351 -0.8286 -0.0198  0.1303

=====

Winner for stability: *2*

=====

*1*
DFT (the ωB97M-V functional and the def2-TZVPD basis) results for a molecular structure, C3H9N3O2.

Computed properties:
Orbital gap (eV): 9.12

Each line ends with the Löwdin charge.
Geometry (Å):
C 1.3618 0.4955 -1.2348  -0.0771
N 0.0414 0.0236 -0.8514  -0.1173
C 0.3448 -1.2515 0.6087  -0.3975
O 1.1848 -0.7256 1.3500  -0.0738
H -0.4282 -0.4796 -1.5967  0.1365
H 0.6271 -2.0585 -0.0999  0.1345
H 1.8234 -0.2040 -1.9242  0.0901
H 1.9742 0.5377 -0.3257  0.0777
H 1.3060 1.4844 -1.6898  0.0873
N -0.8406 1.1802 -0.4687  -0.0910
N -0.6635 1.6122 0.8252  0.0121
C -1.0941 -1.3858 1.0358  -0.2233
O -2.0545 -1.3395 0.3038  0.0425
H -1.8005 0.8283 -0.5551  0.1099
H -0.8759 0.9054 1.5346  0.0649
H 0.3099 1.8954 0.9592  0.0904
H -1.2161 -1.5181 2.1291  0.1341

=====

*2*
DFT (the ωB97M-V functional and the def2-TZVPD basis) results for a single C3H9N3O2 molecule.

Computed properties:
Orbital gap (eV): 9.82

Each line ends with the Löwdin charge.
Geometry (Å):
C -0.0026 0.2973 -1.4439  -0.4475
C 1.5929 -0.9475 0.3907  -0.0856
C -0.6403 0.1780 0.2694  -0.5811
N -0.8124 1.5558 0.6373  0.1094
N -1.7920 -0.6476 0.3249  0.0641
N 0.3931 -0.3765 1.0620  -0.0308
O 1.0602 1.1138 -1.5582  0.0907
O -0.4280 -0.3739 -2.3372  0.0961
H 1.3804 -0.9885 -0.6755  0.0558
H 2.4937 -0.2774 0.3792  0.0885
H 1.9202 -1.9242 0.7753  0.0887
H -1.3754 2.1334 0.1299  0.0494
H -0.8363 1.7532 1.6068  0.0772
H -1.6684 -1.5734 -0.3213  0.1580
H -2.4849 -0.2067 -0.3021  0.0827
H 0.0582 -1.0693 1.6799  0.0895
H 1.1416 1.3535 -0.6174  0.0948

=====

Winner for stability: *2*

=====

*1*
DFT (the ωB97M-V functional and the def2-TZVPD basis) results for 2 unconnected molecules or ions with the total composition C3H11NOS2.

Computed properties:
Orbital gap (eV): 9.60

Each line ends with the Löwdin charge.
Geometry (Å):
N 1.6099 0.8879 1.1202  -0.0050
C 1.0421 1.1661 -0.1862  -0.3549
C 0.6498 -0.0579 -1.0145  -0.5381
S -0.3666 0.3517 -2.4723  0.4836
S -2.3141 0.0058 -1.9776  0.4244
C -2.4659 -1.7383 -2.3243  -0.5144
H 2.5166 0.4564 1.0180  0.0663
H 1.0405 0.2983 1.7115  0.0569
H 0.2738 1.9255 -0.1748  0.0939
H 1.8044 1.7101 -0.7464  0.1081
H 1.5168 -0.4334 -1.4959  0.0440
H 0.2325 -0.8859 -0.4804  0.0622
H -1.7323 -2.2816 -1.7234  0.0220
H -3.4265 -2.1485 -2.0101  0.0329
H -2.3135 -2.0272 -3.3647  0.0336
H 0.8915 0.6623 3.9935  0.0016
H 0.6886 1.4054 5.3478  0.0384
O 0.3522 0.7034 4.7798  -0.0554

=====

*2*
DFT (the ωB97M-V functional and the def2-TZVPD basis) results for 2 unconnected molecules or ions with the total composition C3H11NOS2.

Computed properties:
Orbital gap (eV): 9.39

Each line ends with the Löwdin charge.
Geometry (Å):
N 0.8654 -0.7215 0.2885  0.0088
C 0.5275 -0.2615 1.6288  -0.5207
C -0.8510 -0.8066 2.0567  -0.0600
C 0.5533 1.2634 1.7894  -0.5454
S 2.0701 2.0619 1.1524  0.4272
S 1.3312 3.1654 -0.4528  0.3138
H 1.8645 -0.8165 0.1560  0.0575
H 0.5607 -0.1087 -0.4724  0.0688
H 1.2750 -0.7018 2.2859  0.1268
H -1.4410 -0.9781 1.1689  0.0717
H -0.7572 -1.7001 2.6672  0.0730
H -1.3825 -0.0614 2.6387  0.0650
H -0.2853 1.6960 1.2500  0.0558
H 0.4571 1.5644 2.8307  0.0680
H 1.8554 2.3743 -1.4007  -0.2103
H -1.5717 -2.0320 -5.3910  0.0402
H -2.5820 -1.7491 -6.5233  0.0281
O -2.4895 -2.1881 -5.6731  -0.0683

=====

Winner for stability: *2*